(1)
8
Properties=species:S:1:pos:R:3:lowdin_charge:R:1 method="wB97M-V/def2-TZVPD" total_charge=0 de_lowest_ev=1.717 fmax_ev_per_a=5.03 mol_weight_da=189.0 e_homo_ev=-9.05 homo_lumo_gap_ev=9.31 energy_ev=-21525.6568
C -0.516 -1.394 -0.203 -0.232
N -1.076 -0.324 0.108 -0.695
S 2.103 1.450 -0.123 0.394
I -2.915 0.162 -0.024 0.816
H -0.994 -2.270 -0.813 0.095
H 0.420 -1.649 0.102 0.022
H 1.950 2.775 0.167 -0.221
H 1.028 1.251 0.786 -0.179

(2)
8
Properties=species:S:1:pos:R:3:lowdin_charge:R:1 method="wB97M-V/def2-TZVPD" total_charge=0 de_lowest_ev=4.152 fmax_ev_per_a=2.88 mol_weight_da=189.9 e_homo_ev="-8.05 / -8.15" homo_lumo_gap_ev="7.29 / 7.78" energy_ev=-20534.5244
C -0.095 -0.184 0.556 -0.832
O 0.973 0.551 0.510 -0.689
P 1.334 1.961 -0.099 0.808
I -1.970 0.597 0.079 0.818
H 0.030 -0.861 1.478 0.088
H -0.136 -1.761 -0.919 -0.008
H -0.103 -2.499 -1.208 0.063
H -0.033 2.197 -0.396 -0.249

(3)
9
Properties=species:S:1:pos:R:3:lowdin_charge:R:1 method="wB97M-V/def2-TZVPD" total_charge=0 de_lowest_ev=3.378 fmax_ev_per_a=0.81 mol_weight_da=222.0 e_homo_ev="-8.87 / -7.46" homo_lumo_gap_ev="7.86 / 5.06" energy_ev=-31372.3716
C 1.573 -0.788 0.174 -0.366
O 0.413 1.407 -0.466 -0.425
P 0.413 0.456 0.848 0.699
S -4.852 0.366 -0.513 -0.287
I -2.816 -0.526 0.241 0.261
H 1.440 -1.736 0.690 0.021
H 1.405 -0.900 -0.896 0.031
H 2.598 -0.443 0.332 0.028
H -0.175 2.164 -0.410 0.036

(4)
7
Properties=species:S:1:pos:R:3:lowdin_charge:R:1 method="wB97M-V/def2-TZVPD" total_charge=+3 de_lowest_ev=1.960 fmax_ev_per_a=4.60 mol_weight_da=146.9 e_homo_ev=-27.37 homo_lumo_gap_ev=4.33 energy_ev=-8277.3027
In -30.765 0.552 -17.553 1.833
C -31.987 2.126 -21.201 0.205
O -31.934 2.203 -19.758 0.147
H -32.682 1.368 -21.562 0.246
H -32.201 3.111 -21.615 0.211
H -31.003 1.834 -21.568 0.178
H -32.584 2.857 -19.488 0.180

(5)
7
Properties=species:S:1:pos:R:3:lowdin_charge:R:1 method="wB97M-V/def2-TZVPD" total_charge=+1 de_lowest_ev=0.719 fmax_ev_per_a=1.90 mol_weight_da=71.1 e_homo_ev=-13.25 homo_lumo_gap_ev=8.70 energy_ev=-19468.2044
K -1.934 -3.780 -2.564 0.989
C 0.628 0.824 0.415 -0.123
O -0.453 -0.113 0.064 -0.152
H 1.334 0.626 -0.391 0.074
H 0.429 1.887 0.552 0.081
H 1.197 0.494 1.284 0.071
H -1.201 0.064 0.640 0.060

(6)
7
Properties=species:S:1:pos:R:3:lowdin_charge:R:1 method="wB97M-V/def2-TZVPD" total_charge=0 de_lowest_ev=2.181 fmax_ev_per_a=3.43 mol_weight_da=44.1 e_homo_ev=-10.38 homo_lumo_gap_ev=11.36 energy_ev=-4080.7012
C 0.211 -0.410 0.228 -0.369
H -1.694 -0.655 -0.794 0.114
H -1.627 0.441 0.549 0.054
H 0.025 -1.402 0.740 0.106
H 0.902 0.952 -0.674 0.092
N -1.095 0.161 -0.293 -0.053
N 1.256 0.285 0.123 0.055